(1)
13
Properties=species:S:1:pos:R:3:forces:R:3 method="wB97M-V/def2-TZVPD" orbital_gap_ev=8.12 fmax_ha_per_bohr=0.0093 e_tot_ha=-377.83162 de_lowest_kj_mol=335.3 charge=0 lumo_ev=0.44
N 1.2551 1.1336 -0.7299 0.181 -0.080 -0.181
C 0.2533 1.3497 0.7169 0.024 0.088 0.139
O 0.1523 2.5261 0.9600 0.044 -0.466 0.086
C 0.0051 0.0980 1.1622 -0.158 0.287 0.031
O 0.2763 -1.0437 0.3747 -0.070 0.043 0.035
C -0.7999 -1.6611 -0.1790 -0.153 -0.033 -0.061
N -1.9567 -1.1605 -0.2325 0.306 -0.160 0.046
H 1.3467 2.0288 -1.2097 -0.246 -0.182 0.154
H 0.9179 0.3967 -1.3417 0.004 0.143 -0.048
H -0.5204 -0.0953 2.0882 -0.037 0.199 -0.204
H 2.1641 0.8574 -0.3732 0.012 -0.028 -0.046
H -0.4748 -2.6390 -0.5534 -0.142 0.162 -0.014
H -2.6190 -1.7908 -0.6826 0.237 0.029 0.063

=====

(2)
48
Properties=species:S:1:pos:R:3:forces:R:3 method="wB97M-V/def2-TZVPD" orbital_gap_ev="5.28 / 5.21" fmax_ha_per_bohr=0.0857 e_tot_ha=-2262.86814 de_lowest_kj_mol=15.6 s2=6.01 spin_multiplicity=5 charge=+1 lumo_ev="-6.42 / -6.50"
Fe 3.8429 -3.3392 -24.2169 -2.854 2.862 1.760
C 1.0598 -2.3281 -21.6332 1.991 0.471 0.039
C 1.4053 -1.4624 -22.9127 -1.890 -1.203 0.798
O 2.5657 -1.7569 -23.6158 2.976 -2.478 -0.781
H 0.2839 -2.0076 -20.9379 -0.506 0.300 -0.787
H 1.9296 -2.2421 -20.9820 0.283 -0.129 0.105
H 0.9742 -3.4060 -21.7710 -0.331 0.024 -0.478
H 1.4233 -0.4132 -22.6179 0.124 0.162 -0.030
H 0.5923 -1.5885 -23.6277 -0.326 0.297 -0.107
C 1.7781 -3.3318 -18.1864 0.625 0.126 -0.265
C 2.1211 -3.2372 -16.6937 -1.490 -0.181 0.377
O 3.4900 -3.2681 -16.4200 0.731 0.201 -0.423
H 0.9936 -4.0359 -18.4638 -0.156 0.033 0.433
H 2.6354 -3.6277 -18.7911 0.271 -0.132 0.266
H 1.5102 -2.3421 -18.5561 -0.168 0.000 0.008
H 1.6424 -3.9907 -16.0682 -0.238 -0.611 -0.446
H 1.6319 -2.3370 -16.3216 0.300 0.533 0.050
H 3.5923 -3.3399 -15.4682 0.123 0.035 0.018
C -1.4377 -1.9150 -26.4658 -0.677 0.536 -0.436
C -1.6676 -0.5133 -27.0312 1.223 -1.098 -0.713
O -1.9487 0.3713 -25.9894 0.105 0.712 0.300
H -1.5080 -2.6509 -27.2668 -0.041 -0.161 0.135
H -2.2478 -2.0297 -25.7456 0.204 -0.575 0.169
H -0.4506 -1.9746 -26.0072 -0.097 -0.052 0.240
H -2.4125 -0.5068 -27.8269 -0.344 0.034 0.247
H -0.7249 -0.2235 -27.4954 0.022 0.198 -0.375
H -1.2213 0.9959 -26.0388 -0.343 0.393 0.452
O 2.4125 -4.7668 -23.7281 1.017 -0.284 -0.892
H 2.4468 -5.5269 -24.3089 -0.054 -0.517 -0.278
H 1.6235 -4.9015 -23.2031 -0.556 0.612 0.686
O 2.4101 -6.0676 -20.4892 0.499 0.203 -0.028
H 2.1849 -6.9912 -20.6011 -0.036 -0.283 0.117
H 1.8550 -5.6073 -21.1186 -0.341 0.021 0.182
O -1.8592 -3.9241 -21.8037 -0.404 0.088 0.209
H -1.3740 -3.5363 -22.5320 0.043 0.091 -0.186
H -1.2629 -4.5781 -21.4392 0.038 0.206 0.045
O 3.8395 -0.6271 -20.5853 0.262 -0.133 0.017
H 3.4816 -1.0757 -21.3513 0.003 -0.003 -0.271
H 3.1259 -0.0668 -20.2802 -0.122 0.249 0.187
O 3.7368 0.7806 -24.5871 0.364 -0.355 -0.676
H 3.5499 1.1568 -23.7270 -0.076 0.479 0.425
H 3.2723 -0.0564 -24.5890 -0.207 -0.233 0.079
O 0.0699 -5.9409 -22.2046 0.697 0.263 -0.438
H -0.5961 -6.4596 -21.7535 -0.341 -0.257 0.213
H 0.4636 -6.5482 -22.8311 -0.205 -0.561 -0.155
O 2.7368 2.7180 -22.9129 0.095 -0.155 0.393
H 1.8087 2.5304 -22.7730 -0.294 0.069 0.099
H 2.7535 3.2846 -23.6842 0.099 0.206 -0.283

=====

(3)
21
Properties=species:S:1:pos:R:3:forces:R:3 method="wB97M-V/def2-TZVPD" orbital_gap_ev=10.54 fmax_ha_per_bohr=0.0979 e_tot_ha=-1098.50222 charge=+1 lumo_ev=-4.03
C 2.1982 1.2215 -1.8445 1.359 -0.589 0.299
C -0.9597 -1.6517 0.9463 -3.218 -1.996 -3.317
C -1.3662 -0.2159 1.0761 1.242 -0.968 3.027
C 0.0179 -0.8744 0.1255 -2.734 -1.213 -1.506
C -0.7622 2.8460 -2.3087 0.418 1.927 0.744
N 1.0561 1.4006 -1.3310 1.123 0.490 -0.275
O -0.2739 2.4374 0.3493 -0.561 0.015 -0.110
O 1.2173 4.0450 -0.7262 -0.105 -0.766 -0.991
F -0.0738 3.3118 -3.3452 -0.063 -0.799 -0.186
F -1.8018 3.6190 -2.1271 -0.367 0.575 0.405
F -1.1974 1.6250 -2.4290 -0.180 -1.147 -0.822
S 0.4199 2.8635 -0.8375 -0.179 0.183 0.866
H 3.0713 1.9146 -2.0643 -1.485 -0.278 0.313
H 2.4127 0.1454 -1.9701 0.212 0.518 -0.431
H -0.5280 -2.1351 1.7712 0.217 -0.362 1.185
H -1.7817 -2.3338 0.4090 2.224 1.549 1.051
H -0.5200 0.3158 0.3875 0.835 1.200 -0.151
H -1.1437 0.0351 2.1941 -0.230 0.658 -2.540
H -2.2187 0.2033 0.5704 -0.249 -0.174 -0.146
H -0.0855 -0.8979 -1.0467 0.359 0.407 2.727
H 0.9013 -0.8274 0.6951 1.382 0.768 -0.140

=====

(4)
74
Properties=species:S:1:pos:R:3:forces:R:3 method="wB97M-V/def2-TZVPD" smiles="CCN(CC)CCN(C(=O)Cn1nnc(-c2ccc(C)o2)n1)[C@@H](C(=O)NC1CCCC1)c1ccc(F)cc1" orbital_gap_ev=8.86 fmax_ha_per_bohr=0.0262 e_tot_ha=-1759.32022 de_lowest_kj_mol=28.4 charge=0 lumo_ev=0.55
C -4.7556 -0.2010 0.6555 0.019 0.211 0.100
C -4.5502 1.2439 1.0963 -0.045 -0.147 0.055
N -3.4246 1.9100 0.4485 -0.252 0.085 -0.010
C -3.5575 1.9806 -1.0016 0.158 0.080 -0.065
H -4.2464 2.7857 -1.3059 -0.034 -0.042 0.005
C -2.2142 2.1969 -1.7048 -0.363 0.108 -0.134
N -1.3907 0.9941 -1.7414 -0.195 0.247 0.429
C -1.1373 0.4612 -2.9546 0.255 -0.406 -0.189
O -1.6322 0.9012 -3.9731 -0.050 -0.073 -0.348
C -0.1739 -0.7425 -3.0744 -0.945 0.000 -0.382
N 1.1898 -0.3731 -2.8629 0.971 -0.008 0.426
N 1.9302 0.2229 -3.7617 -0.735 0.123 -0.931
N 3.0792 0.4484 -3.2363 0.799 0.236 0.266
C 3.0252 -0.0303 -1.9745 -1.230 -0.484 -0.248
N 1.8300 -0.5629 -1.7259 0.883 -0.056 0.078
C 4.0747 0.0863 -1.0143 1.197 0.467 -0.104
C 5.3201 0.6503 -1.1200 -0.878 -0.372 -0.116
C 5.8961 0.5595 0.1625 -0.396 -0.307 0.502
C 4.9688 -0.0481 0.9641 0.860 0.365 0.057
O 3.8623 -0.3426 0.2546 -0.310 -0.180 -0.167
C 4.9931 -0.3966 2.4090 -0.092 0.001 -0.165
H 5.0948 0.5046 3.0119 -0.045 0.014 0.075
H 5.8365 -1.0479 2.6320 -0.011 -0.059 0.049
H 4.0693 -0.9032 2.6755 -0.030 -0.042 0.102
H 6.8648 0.9054 0.4587 0.201 0.055 0.137
H 5.7454 1.0719 -2.0066 0.043 0.095 -0.240
H -0.2710 -1.0853 -4.1080 -0.011 0.055 0.246
H -0.4366 -1.5430 -2.3863 0.131 -0.007 -0.131
C -0.9045 0.5778 -0.4360 0.096 -0.303 -0.002
C 0.3725 1.2717 -0.0297 0.030 0.264 0.143
C 0.8275 1.1318 1.2813 -0.053 0.170 -0.183
C 1.9741 1.7711 1.7101 0.195 0.179 -0.039
C 2.6650 2.5692 0.8160 -0.127 -0.041 -0.008
C 2.2239 2.7550 -0.4797 0.138 0.086 0.200
C 1.0710 2.1094 -0.8920 -0.134 0.019 0.219
H 0.7272 2.2606 -1.9053 -0.042 -0.016 -0.094
H 2.7787 3.3876 -1.1539 0.091 0.077 -0.057
F 3.7936 3.1854 1.2264 -0.075 -0.022 -0.028
H 2.3334 1.6608 2.7207 0.066 0.006 0.124
H 0.2744 0.5119 1.9712 -0.043 -0.055 0.096
H -1.6992 0.9276 0.2565 0.321 -0.246 -0.168
C -0.9669 -0.9550 -0.2413 0.418 0.438 0.330
O -2.0161 -1.5345 -0.4548 -0.341 -0.255 -0.246
N 0.1417 -1.5324 0.2449 0.076 -0.066 0.240
C 0.2718 -2.9491 0.5303 -0.414 -0.132 -0.095
C 0.0171 -3.8853 -0.6554 0.180 -0.044 0.036
H 0.8057 -3.8365 -1.4056 0.020 0.037 -0.080
C -0.0792 -5.2508 0.0188 -0.006 -0.015 -0.128
H -0.6261 -5.9683 -0.5899 0.067 -0.077 -0.020
C -0.7775 -4.9818 1.3650 -0.021 -0.051 0.117
H -0.2711 -5.5104 2.1722 -0.064 -0.055 0.022
H -1.8100 -5.3264 1.3419 -0.011 -0.047 0.059
C -0.7249 -3.4606 1.5781 0.085 0.020 0.107
H -0.4261 -3.1903 2.5898 -0.008 0.062 0.048
H -1.6971 -3.0159 1.3732 0.030 0.034 0.032
H 0.9232 -5.6477 0.1873 0.016 -0.057 -0.025
H -0.9377 -3.6251 -1.1122 -0.003 0.059 -0.034
H 1.2953 -3.0942 0.8892 -0.034 -0.002 -0.027
H 1.0081 -1.0212 0.1365 -0.278 -0.061 -0.015
H -2.4007 2.4844 -2.7408 0.081 0.049 0.213
H -1.6402 2.9872 -1.2116 -0.020 0.038 -0.037
H -3.9635 1.0337 -1.3544 -0.041 0.041 -0.073
C -3.1830 3.2136 1.0613 0.195 -0.003 0.176
H -2.7356 3.8815 0.3227 -0.071 0.003 0.006
C -2.2376 3.1094 2.2549 -0.197 0.104 -0.217
H -2.1183 4.0867 2.7156 0.054 0.091 0.126
H -2.6267 2.4230 3.0020 -0.026 -0.077 0.125
H -1.2604 2.7547 1.9362 0.095 -0.020 -0.020
H -4.1314 3.6736 1.3816 0.022 0.003 -0.125
H -5.4835 1.8135 0.9371 0.063 0.040 0.082
H -4.3374 1.2552 2.1681 -0.100 0.058 -0.018
H -5.3272 -0.7301 1.4140 -0.109 -0.063 0.044
H -3.8030 -0.7052 0.5212 0.023 -0.060 -0.008
H -5.3094 -0.2623 -0.2779 -0.032 -0.068 -0.095

=====

(5)
9
Properties=species:S:1:pos:R:3:forces:R:3 method="wB97M-V/def2-TZVPD" orbital_gap_ev="4.92 / 5.16" fmax_ha_per_bohr=0.0644 e_tot_ha=-660.80171 de_lowest_kj_mol=71.3 s2=2.02 spin_multiplicity=3 charge=-1 lumo_ev="3.73 / 2.61"
C -0.3005 -0.4952 -0.7101 0.388 -0.504 2.657
C 0.4860 -0.0489 0.5014 -2.653 -1.422 1.375
N -1.5673 -0.5295 -0.7538 -0.905 0.628 -0.110
N 0.7508 1.2276 -0.0104 -1.823 1.775 -0.202
O 1.9360 1.5922 -0.1740 2.266 0.002 -0.064
S -2.5256 0.1088 0.3868 -0.896 -0.029 -0.056
H 0.2491 -1.0584 -1.3771 1.073 -0.728 -1.958
H -0.3098 -0.0242 1.4358 2.018 -0.018 -1.780
H 1.2814 -0.7723 0.7014 0.532 0.297 0.138

=====

(6)
19
Properties=species:S:1:pos:R:3:forces:R:3 method="wB97M-V/def2-TZVPD" smiles="C#CC[C@@]1(C)C[C@@H]1C=O" orbital_gap_ev=10.18 fmax_ha_per_bohr=0.0915 e_tot_ha=-385.86008 de_lowest_kj_mol=561.1 charge=0 lumo_ev=0.71
C 1.0119 0.8840 -2.0471 2.658 -2.091 -2.568
C -1.9032 -1.9409 2.3444 1.822 2.219 -1.886
C 1.5718 0.1033 0.3466 -1.178 1.296 0.476
C -0.8887 -0.9947 0.1495 1.147 -1.311 -0.952
C 0.9609 -0.2892 -1.0829 3.579 1.520 0.044
C -1.3420 -1.3480 1.4259 -2.858 -2.174 2.911
C 0.0631 0.1608 0.0608 1.791 -2.907 -0.209
C -0.6600 1.4110 0.1130 2.524 3.421 2.014
O 1.5608 0.8661 -3.1600 -1.468 0.296 2.327
H 0.5094 1.7675 -1.6425 0.340 0.208 -0.446
H -2.1821 -1.9969 3.3425 -0.613 -0.642 1.106
H 1.4257 -1.4313 -1.2268 -2.131 3.298 -0.352
H 2.0420 -0.6468 0.9464 -0.250 -1.118 -0.197
H 2.1211 1.0376 0.7001 -1.216 -0.698 -1.371
H -0.1928 -1.7882 -0.1345 -0.760 -0.670 0.042
H -1.6905 -0.9980 -0.6497 0.808 0.436 0.927
H -1.1246 1.5308 -0.8015 -1.723 0.778 -1.500
H 0.0259 2.3740 0.3628 -1.559 -2.183 -0.773
H -1.3088 1.2988 0.9528 -0.913 0.324 0.406